Below is a 2-piece molecular cluster, C32H55Br2FN3O3S2 overall, with properties calculated with ωB97M-V with the def2-TZVPD basis set.

Computed properties:
Frontier orbital gap (eV): 7.27
Total charge: +1
E (hartree): -7686.23777
LUMO (hartree): -0.1044
Max |F| (eV/Å): 3.7

Geometry as XYZ:
```
98
C32H55Br2FN3O3S2 | the Open Molecules 2025 dataset | ωB97M-V with the def2-TZVPD basis set
C 7.82 0.10 1.35
C 7.90 1.07 0.15
C 7.66 0.38 -1.23
C 6.38 0.84 -1.94
N 5.16 0.10 -1.55
C 4.02 0.76 -2.19
C 2.65 0.22 -1.70
C 1.68 1.37 -1.38
C 0.20 1.06 -1.81
C -0.65 0.87 -0.54
C -1.88 -0.05 -0.61
C -1.81 -1.12 -1.71
C -3.16 -1.87 -1.75
O -2.95 -3.29 -1.70
C -4.11 -3.93 -1.38
C -4.13 -4.94 -0.26
O -5.10 -3.70 -1.95
N -2.19 -0.60 0.71
C -1.34 -1.72 1.11
C -1.80 -2.42 2.45
C -0.92 -2.04 3.66
O -3.18 -2.28 2.70
C -2.03 0.43 1.77
C -2.12 1.88 1.21
N -1.06 2.15 0.17
C -1.37 3.32 -0.70
Br 0.23 4.41 -1.05
C -2.44 4.31 -0.15
C -2.67 5.41 -1.22
Br -1.85 5.25 1.47
C 5.26 -1.27 -1.92
S 5.04 -1.84 -3.42
S 5.70 -2.47 -0.62
C 4.10 -3.15 -0.01
C 3.93 -2.82 1.49
C 4.10 -1.31 1.78
H 7.80 -0.94 1.01
H 6.96 0.31 1.99
H 8.70 0.21 2.00
H 7.23 1.92 0.29
H 8.93 1.45 0.12
H 7.73 -0.70 -1.12
H 8.50 0.67 -1.87
H 6.54 0.74 -3.02
H 6.24 1.90 -1.72
H 4.09 0.71 -3.28
H 4.09 1.83 -1.95
H 2.28 -0.42 -2.51
H 2.82 -0.44 -0.85
H 1.75 1.61 -0.31
H 2.02 2.24 -1.93
H -0.18 1.79 -2.53
H 0.31 0.13 -2.37
H 0.05 0.39 0.15
H -2.76 0.53 -0.92
H -1.00 -1.83 -1.52
H -1.69 -0.62 -2.67
H -3.68 -1.60 -2.67
H -3.79 -1.59 -0.91
H -5.10 -4.90 0.23
H -4.04 -5.94 -0.70
H -3.34 -4.77 0.48
H -1.30 -2.53 0.38
H -0.29 -1.41 1.29
H -1.62 -3.49 2.32
H -1.10 -2.77 4.45
H 0.12 -2.16 3.34
H -1.11 -1.02 3.99
H -3.29 -1.62 3.40
H -2.88 0.32 2.45
H -1.06 0.36 2.28
H -3.11 1.91 0.78
H -2.01 2.54 2.07
H -0.24 2.42 0.72
H -1.74 3.00 -1.68
H -3.41 3.85 -0.02
H -2.67 5.00 -2.24
H -3.69 5.76 -1.05
H -2.03 6.27 -1.09
H 3.29 -2.74 -0.61
H 4.18 -4.23 -0.15
H 2.95 -3.17 1.83
H 4.72 -3.35 2.03
H 5.16 -1.07 1.84
H 3.67 -0.69 0.98
H 3.59 -1.09 2.71
F -5.51 0.58 2.90
C -6.16 0.88 1.75
C -7.23 1.76 1.79
C -7.88 2.06 0.61
C -7.47 1.49 -0.59
C -6.40 0.61 -0.61
C -5.73 0.31 0.57
H -7.54 2.19 2.73
H -8.72 2.75 0.62
H -7.99 1.73 -1.51
H -6.08 0.16 -1.54
H -4.89 -0.37 0.59
```

Atom charges from the Mulliken analysis, given in e for atoms 1 to 6: C -0.949; C -0.439; C -0.778; C -0.998; N 0.328; C -1.618

---

Below is a 3-piece molecular cluster, C32H55Br2N4O7S overall, with properties calculated with ωB97M-V with the def2-TZVPD basis set.

Computed properties:
Frontier orbital gap (spin up / spin down) (eV): 5.18 / 5.79
Total charge: +1
E (hartree): -7543.59240
LUMO (spin up / spin down) (hartree): -0.1958 / -0.1958
Expectation value of S²: 2.0089
Max |F| (eV/Å): 6.9
Multiplicity: 3

Geometry as XYZ:
```
101
C32H55Br2N4O7S | the Open Molecules 2025 dataset | ωB97M-V with the def2-TZVPD basis set
C -2.65 -0.79 0.65
C -1.34 0.05 0.18
C -0.92 1.04 1.40
Br -0.32 0.00 3.01
C 0.14 2.15 0.95
C 1.57 1.75 0.51
C 2.08 0.21 0.44
C 3.61 0.20 -0.11
O 4.18 -1.12 0.03
C 4.67 -1.22 1.37
O 4.84 -2.36 1.85
N 2.48 2.74 0.15
N 2.06 3.99 0.16
S 3.32 5.16 -0.32
C 4.89 4.22 -0.77
O 2.91 5.91 -1.55
O 3.71 6.05 0.84
C 0.82 4.61 0.47
C 0.49 6.17 0.39
C -0.21 6.61 -0.98
O -1.29 6.09 -1.31
Br 0.54 7.99 -2.22
C -0.32 3.64 0.95
C -1.77 4.14 1.38
H -2.90 -0.48 1.73
H -3.52 -0.52 -0.06
H -2.44 -1.91 0.61
H -1.57 0.72 -0.72
H -0.53 -0.72 -0.02
H -1.91 1.53 1.73
H 1.47 -0.29 -0.39
H 1.99 -0.32 1.44
H 3.54 0.49 -1.22
H 4.29 0.94 0.44
H 4.96 -0.32 2.02
H 5.50 4.89 -1.47
H 4.66 3.21 -1.25
H 5.49 4.11 0.21
H 1.36 6.86 0.64
H -0.30 6.36 1.21
H -1.84 4.19 2.54
H -2.03 5.18 1.00
H -2.57 3.40 1.06
C -5.59 -2.70 6.42
C -5.40 -1.59 5.36
C -6.08 -0.30 5.88
C -7.60 -0.39 5.82
C -8.07 -0.74 4.41
C -7.39 -2.00 3.82
N -5.91 -2.01 4.02
O -5.38 -1.15 3.10
C -8.00 -3.28 4.45
C -7.79 -2.12 2.33
C -3.86 -1.40 5.35
H -5.05 -2.46 7.33
H -6.62 -2.84 6.74
H -5.21 -3.66 6.06
H -5.75 0.56 5.29
H -5.77 -0.10 6.91
H -7.98 -1.13 6.53
H -8.03 0.57 6.12
H -9.15 -0.87 4.41
H -7.86 0.12 3.76
H -7.44 -4.17 4.14
H -9.03 -3.42 4.12
H -8.04 -3.26 5.53
H -7.53 -1.23 1.75
H -8.88 -2.24 2.23
H -7.32 -2.99 1.86
H -3.36 -2.31 4.99
H -3.48 -1.19 6.35
H -3.54 -0.57 4.72
C 6.22 -2.45 -7.05
C 4.78 -2.60 -6.52
C 4.02 -1.29 -6.82
C 4.46 -0.14 -5.92
C 4.35 -0.52 -4.45
C 5.06 -1.84 -4.10
N 4.76 -2.94 -5.06
O 3.51 -3.40 -4.77
C 6.59 -1.63 -4.02
C 4.70 -2.22 -2.63
C 4.21 -3.75 -7.38
H 6.23 -2.39 -8.14
H 6.73 -1.55 -6.72
H 6.84 -3.32 -6.77
H 2.94 -1.44 -6.69
H 4.16 -1.01 -7.87
H 5.49 0.16 -6.16
H 3.84 0.74 -6.12
H 4.74 0.30 -3.83
H 3.28 -0.60 -4.20
H 7.12 -2.58 -3.90
H 6.86 -1.00 -3.17
H 7.01 -1.11 -4.88
H 3.62 -2.30 -2.48
H 5.04 -1.45 -1.94
H 5.16 -3.16 -2.34
H 4.75 -4.68 -7.18
H 4.32 -3.54 -8.45
H 3.15 -3.93 -7.21
```

Atom charges from the Mulliken analysis, given in e for atoms 1 to 6: C -0.732; C -0.142; C -0.768; Br 0.012; C 0.705; C 0.188

---

Below is C32H55NP2SiSn as an isolated structure, with properties calculated with ωB97M-V with the def2-TZVPD basis set.

Computed properties:
Frontier orbital gap (spin up / spin down) (eV): 4.16 / 4.21
Total charge: +2
E (hartree): -2492.96096
Energy relative to the best compared isomer or geometry (same formula, charge and spin) (kcal per mole): 15.2
LUMO (spin up / spin down) (hartree): -0.3074 / -0.3066
Max |F| (eV/Å): 3.4

Geometry as XYZ:
```
92
C32H55NP2SiSn | the Open Molecules 2025 dataset | ωB97M-V with the def2-TZVPD basis set
Sn -1.01 -0.69 0.71
C -1.45 -1.20 3.51
C -1.91 0.14 3.41
C -3.32 -1.18 2.15
C -2.31 -2.02 2.72
C -3.05 0.16 2.55
C -0.23 -1.66 4.23
H 0.51 -0.86 4.36
H 0.27 -2.49 3.70
H -0.49 -2.03 5.23
C -2.24 -3.50 2.53
H -1.30 -3.93 2.89
H -2.36 -3.78 1.48
H -3.06 -3.98 3.09
C -4.49 -1.70 1.38
H -5.19 -2.18 2.09
H -4.19 -2.47 0.65
H -5.04 -0.93 0.83
C -3.80 1.38 2.12
H -4.68 1.52 2.75
H -4.14 1.30 1.08
H -3.19 2.29 2.19
C -1.29 1.34 4.05
H -1.80 1.56 5.00
H -1.37 2.24 3.42
H -0.22 1.18 4.27
C 5.31 1.78 -1.01
C 5.33 2.13 0.28
C 5.47 3.52 0.82
C 5.01 4.67 -0.11
C 3.60 4.58 -0.59
C 3.12 3.92 -1.67
C 3.94 3.18 -2.68
C 5.33 2.68 -2.21
H 6.53 3.71 1.08
H 5.74 4.78 -0.92
H 4.92 3.61 1.77
H 6.00 3.54 -2.09
H 5.35 0.71 -1.26
H 5.41 1.34 1.04
H 5.75 2.09 -3.04
H 3.37 2.32 -3.06
H 2.06 4.03 -1.92
H 4.11 3.83 -3.56
H 5.09 5.59 0.47
H 2.90 5.19 -0.01
P 1.66 -0.23 0.65
C 2.65 -1.70 0.25
C 2.42 0.73 1.98
P -0.45 1.63 -0.61
C 1.34 0.97 -0.78
C -0.37 3.19 0.33
C -1.21 1.91 -2.24
H 2.11 -2.40 -0.41
H 2.86 -2.24 1.19
H 3.60 -1.42 -0.21
H 3.34 1.26 1.65
H 2.67 0.06 2.81
H 1.70 1.48 2.36
H -0.61 2.61 -2.85
H -2.21 2.33 -2.09
H -1.34 0.97 -2.81
H 1.41 0.40 -1.74
H 2.07 1.80 -0.76
H -1.39 3.60 0.40
H 0.28 3.95 -0.14
H -0.01 3.01 1.36
C 0.12 -4.17 0.12
Si -0.95 -3.50 -1.28
C 0.27 -3.09 -2.64
C -2.23 -4.85 -1.46
N -1.90 -2.05 -1.04
C -2.80 -1.63 -2.00
C -3.00 -2.26 -3.29
C -4.06 -1.88 -4.11
C -4.87 -0.80 -3.77
C -4.64 -0.10 -2.59
C -3.63 -0.51 -1.73
H -0.41 -5.00 0.62
H 0.47 -3.46 0.88
H 1.00 -4.62 -0.37
H 0.77 -4.02 -2.96
H -0.23 -2.64 -3.51
H 1.05 -2.39 -2.30
H -2.71 -5.01 -0.48
H -3.00 -4.59 -2.19
H -1.73 -5.78 -1.76
H -2.34 -3.06 -3.64
H -4.28 -2.45 -5.02
H -5.67 -0.49 -4.43
H -5.25 0.76 -2.31
H -3.47 0.00 -0.76
```

Atom charges from the Mulliken analysis, given in e for atoms 1 to 6: Sn -0.428; C 0.253; C 0.644; C 0.738; C 0.598; C 0.450

---

Below is a 8-piece molecular cluster, C32H56Cl14NO4S overall, with properties calculated with ωB97M-V with the def2-TZVPD basis set.

Computed properties:
Frontier orbital gap (eV): 8.25
Total charge: +1
E (hartree): -8449.09082
LUMO (hartree): -0.1124
Max |F| (eV/Å): 5.2

Geometry as XYZ:
```
108
C32H56Cl14NO4S | the Open Molecules 2025 dataset | ωB97M-V with the def2-TZVPD basis set
C 2.79 1.86 1.66
C 3.33 2.95 0.63
C 2.23 3.47 -0.37
C 2.23 2.76 -1.78
C 2.44 1.19 -1.74
C 1.37 0.48 -2.70
C 1.37 -1.05 -2.33
C 1.11 -2.15 -3.41
S -0.44 -2.14 -4.37
C -0.42 -0.88 -5.70
O -1.65 -1.94 -3.55
O -0.58 -3.44 -5.05
C 1.25 -3.46 -2.47
C 1.09 -2.93 -0.95
N 0.53 -1.55 -1.21
O 0.33 -0.73 -0.10
C -1.07 -0.70 0.20
O -1.60 -1.59 0.81
C -1.93 0.50 -0.22
C -1.22 1.74 -0.56
C -1.90 2.97 -0.93
C -3.37 2.94 -0.97
C -4.10 1.71 -0.67
C -3.39 0.48 -0.29
H 3.15 0.85 1.28
H 1.67 1.82 1.54
H 3.11 2.03 2.71
H 4.28 2.63 0.11
H 3.62 3.84 1.26
H 1.20 3.47 0.09
H 2.46 4.56 -0.56
H 3.03 3.20 -2.44
H 1.22 2.93 -2.27
H 2.31 0.73 -0.73
H 3.44 0.99 -2.21
H 1.75 0.63 -3.74
H 0.35 0.93 -2.62
H 2.44 -1.23 -2.04
H 1.89 -2.21 -4.22
H -0.68 0.10 -5.20
H -1.15 -1.15 -6.50
H 0.61 -0.86 -6.12
H 2.36 -3.67 -2.53
H 0.61 -4.32 -2.77
H 0.54 -3.59 -0.24
H 2.10 -2.75 -0.50
H -0.45 -1.80 -1.47
H -0.11 1.72 -0.53
H -1.32 3.90 -1.18
H -3.93 3.86 -1.25
H -5.22 1.67 -0.68
H -3.92 -0.47 -0.05
Cl 6.17 3.10 -1.06
C 6.46 1.41 -1.53
C 7.15 1.30 -2.87
Cl 6.08 1.81 -4.21
H 5.51 0.89 -1.53
H 7.09 0.97 -0.76
H 7.42 0.26 -3.06
H 8.05 1.91 -2.91
Cl -2.44 -7.04 2.18
C -2.00 -5.33 1.92
C -1.36 -5.10 0.58
Cl 0.26 -5.84 0.47
H -1.35 -5.02 2.74
H -2.92 -4.75 1.99
H -1.23 -4.03 0.41
H -1.97 -5.50 -0.23
Cl 0.88 2.03 5.02
C 1.20 0.50 5.86
C 2.68 0.21 5.97
Cl 3.41 -0.16 4.39
H 0.67 -0.30 5.33
H 0.76 0.59 6.86
H 2.83 -0.66 6.61
H 3.21 1.05 6.41
Cl -6.07 -1.21 0.26
C -6.64 -2.85 -0.15
C -5.73 -3.91 0.41
Cl -4.15 -3.91 -0.42
H -6.73 -2.92 -1.23
H -7.64 -2.95 0.28
H -6.17 -4.90 0.26
H -5.56 -3.77 1.48
Cl -7.30 -5.17 4.51
C -7.07 -6.86 4.01
C -6.37 -6.97 2.68
Cl -7.40 -6.39 1.33
H -8.05 -7.35 3.99
H -6.47 -7.34 4.78
H -6.13 -8.01 2.46
H -5.45 -6.40 2.66
Cl -1.93 3.24 1.47
C -2.12 3.23 3.25
C -2.18 4.63 3.82
Cl -0.61 5.47 3.70
H -1.30 2.66 3.67
H -3.05 2.70 3.46
H -2.43 4.58 4.88
H -2.93 5.24 3.32
Cl 5.33 6.43 0.00
C 5.43 6.85 -1.73
C 4.46 7.95 -2.10
Cl 2.76 7.40 -2.02
H 5.25 5.94 -2.31
H 6.45 7.18 -1.92
H 4.64 8.26 -3.13
H 4.57 8.81 -1.45
```

Atom charges from the Mulliken analysis, given in e for atoms 1 to 6: C -0.514; C 0.265; C -0.158; C -0.765; C -0.105; C -0.763

---

> E of number 4 (C32H56Cl14NO4S)?

-8449.09082 hartree

---

> Which formula does entry 4 have?

C32H56Cl14NO4S

---

> Which value of E does entry 2 give?

-7543.59240 hartree